# 1
81
Properties=species:S:1:pos:R:3:lowdin_charge:R:1 method="wB97M-V/def2-TZVPD" gap_ev=7.5 max_force_ev_per_a=8.87 spin_multiplicity=1 charge=+1 homo_ev=-10.16 lumo_ev=-2.702 de_lowest_kj_mol=1564.7
C 4.1308 1.1366 2.5343 -0.022
C 3.5403 2.3829 3.4579 -0.278
O 3.9303 2.4748 4.7365 -0.014
O 2.6271 3.4432 2.9312 -0.126
C 1.2197 3.1311 3.3324 -0.115
C 0.3877 2.8847 1.9305 0.037
C -0.1957 1.3865 1.4701 -0.079
O 0.0473 0.2532 2.3776 -0.096
C -0.9991 1.1600 0.0205 -0.044
C -1.5220 -0.3651 -0.2723 -0.192
C -0.4138 -1.3631 -0.9547 -0.178
C 0.3392 -2.2312 0.2543 -0.218
O 1.1257 -3.3667 -0.3270 -0.171
C -1.2550 2.4173 -1.0530 -0.103
Si -2.1377 2.2204 -2.7490 0.517
C -2.0140 0.4457 -3.5267 -0.239
C -1.4631 3.4298 -4.1363 -0.219
C -4.0468 2.4991 -2.4004 -0.223
C -0.7093 3.8822 -0.5616 0.004
C 0.0964 4.1135 0.8853 0.067
C 0.5214 5.7284 0.9707 -0.179
O 0.8978 6.4590 2.0246 0.008
N 0.3097 6.1350 -0.4706 -0.042
C 1.4957 6.6551 -1.2501 -0.093
C 2.3908 5.5102 -2.0083 -0.287
O 2.4101 4.1941 -1.3512 -0.103
C 3.9844 6.0165 -2.0471 -0.198
N 4.8682 4.7617 -1.8960 -0.072
C -0.7646 5.3781 -1.2188 -0.211
O -1.5412 5.9488 -2.1410 -0.002
H 3.9317 0.1031 3.0861 0.102
H 3.6678 1.1661 1.4431 0.091
H 5.3073 1.1994 2.4075 0.101
H 1.2837 2.1308 3.9465 0.132
H 0.8399 4.0422 3.9617 0.152
H -0.5967 0.3564 3.1389 0.126
H -1.7935 -0.8480 0.7854 0.115
H -2.5545 -0.3173 -0.8560 0.105
H 0.3571 -0.8374 -1.6614 0.116
H -1.0218 -2.1731 -1.5835 0.127
H -0.4375 -2.7242 0.9852 0.116
H 1.1156 -1.5231 0.7723 0.121
H 1.4772 -3.0753 -1.2191 0.094
H -2.1094 0.4676 -4.7159 0.063
H -0.9158 0.0353 -3.3182 0.036
H -2.7886 -0.3093 -3.0424 0.045
H -1.5630 2.8810 -5.1922 0.054
H -2.1109 4.4154 -4.2305 0.052
H -0.3530 3.7560 -3.9621 0.034
H -4.2457 2.2195 -1.2569 0.050
H -4.3980 3.5950 -2.6123 0.049
H -4.6540 1.6792 -3.0177 0.050
H 2.2309 7.2825 -0.5501 0.145
H 1.0869 7.3905 -2.0848 0.149
H 2.0637 5.4414 -3.1429 0.152
H 2.1702 3.5035 -2.0378 0.116
H 4.2615 6.6926 -1.1135 0.119
H 4.2865 6.4928 -3.0728 0.124
H 4.9927 4.5141 -0.8883 0.067
H 5.8432 5.0224 -2.2291 0.077
C -1.6874 -7.3411 0.0128 0.017
N -1.2632 -7.6033 1.4579 -0.340
C 0.0436 -8.3929 1.4254 0.016
C -2.3256 -8.4396 2.1550 0.022
C -0.9931 -6.2809 2.2179 -0.068
C -2.2255 -5.3592 2.3486 -0.214
O -2.6876 -4.9734 1.0593 -0.082
H -1.6198 -8.2811 -0.5402 0.109
H -2.7267 -7.0069 -0.0049 0.100
H -1.0116 -6.5972 -0.4195 0.117
H -0.1315 -9.3325 0.8940 0.110
H 0.3551 -8.5909 2.4551 0.111
H 0.7952 -7.7928 0.9035 0.116
H -3.2739 -7.9000 2.1371 0.102
H -2.0033 -8.6187 3.1848 0.116
H -2.4302 -9.3845 1.6147 0.114
H -0.1970 -5.7623 1.6653 0.139
H -0.6259 -6.5527 3.2134 0.140
H -1.9490 -4.4560 2.8910 0.127
H -3.0314 -5.8478 2.8944 0.116
H -3.6452 -4.7870 1.1335 0.121

# 2
80
Properties=species:S:1:pos:R:3:lowdin_charge:R:1 method="wB97M-V/def2-TZVPD" smiles="CCOC(=O)CCC[C@H]1OS(=O)(=O)O[C@@H]1C.CCCC#N.CCCC#N.CCCC#N.CCCC#N" gap_ev=9.9 max_force_ev_per_a=10.76 spin_multiplicity=1 charge=0 homo_ev=-9.66 lumo_ev=0.229
C -1.4313 -0.6245 2.5993 -0.125
C -2.9527 -0.3784 1.9760 -0.217
O -3.5591 -1.6941 1.6715 -0.150
C -2.9406 -2.2782 0.4359 -0.225
O -3.4914 -1.8381 -0.7250 -0.035
C -1.7416 -3.3926 0.5463 -0.098
C -0.6489 -3.3610 -0.6758 -0.177
C -0.3197 -1.8694 -1.2759 -0.126
C 1.2643 -1.5845 -1.5859 -0.294
O 1.8183 -1.1105 -0.3085 -0.215
S 2.9531 -2.2880 0.2014 0.876
O 2.3372 -3.2206 1.2995 -0.335
O 4.0750 -1.5399 0.9693 -0.321
O 3.2935 -2.9873 -1.3192 -0.256
C 2.1904 -2.7305 -2.3040 -0.224
C 3.0221 -1.8101 -3.4255 -0.062
H -1.1673 0.1198 3.4694 0.037
H -1.4172 -1.7223 3.0054 0.077
H -0.6742 -0.4248 1.7241 0.069
H -3.5871 0.0894 2.8723 0.134
H -2.9700 0.3609 1.0689 0.075
H -2.2760 -4.4579 0.4881 0.138
H -1.2064 -3.3890 1.6132 0.125
H 0.3312 -3.9038 -0.2872 0.113
H -1.1264 -3.9923 -1.5692 0.127
H -0.6863 -0.9774 -0.5723 0.115
H -0.9379 -1.7791 -2.2925 0.137
H 1.2312 -0.7288 -2.3835 0.147
H 1.6787 -3.6708 -2.7965 0.179
H 3.4923 -0.9162 -2.8205 0.108
H 2.3214 -1.3554 -4.2458 0.101
H 3.8940 -2.4089 -3.9297 0.071
C -5.0569 1.6182 -2.9362 -0.112
C -5.5118 1.9436 -1.5170 -0.270
C -4.5622 2.8996 -0.7923 -0.184
C -3.1826 2.2705 -0.6863 -0.139
N -2.0380 1.7486 -0.5983 0.133
H -4.0903 1.1046 -2.9432 0.070
H -5.7793 0.9563 -3.4244 0.075
H -4.9680 2.5296 -3.5384 0.076
H -5.6023 1.0086 -0.9506 0.113
H -6.5100 2.3931 -1.5580 0.109
H -4.9387 3.1120 0.2137 0.113
H -4.4849 3.8488 -1.3335 0.116
C 2.5932 1.8709 1.6591 -0.109
C 1.7457 2.8140 0.8111 -0.268
C 0.7689 3.6469 1.6435 -0.225
C -0.1895 2.7274 2.3826 -0.117
N -0.9846 1.9646 2.9958 0.114
H 1.9766 1.1324 2.1813 0.071
H 3.2950 1.3182 1.0265 0.064
H 3.1718 2.4272 2.4053 0.079
H 1.1934 2.2242 0.0693 0.099
H 2.4093 3.4875 0.2576 0.110
H 0.1957 4.3152 0.9923 0.104
H 1.3102 4.2626 2.3699 0.088
C -3.4511 7.3666 4.5841 -0.117
C -3.6686 5.8624 4.4548 -0.277
C -2.4289 5.0475 4.8290 -0.184
C -1.2768 5.4133 3.9075 -0.124
N -0.3209 5.7166 3.1430 0.128
H -2.6714 7.7223 3.9030 0.069
H -4.3702 7.9063 4.3348 0.073
H -3.1645 7.6351 5.6073 0.078
H -3.9664 5.6345 3.4240 0.110
H -4.5007 5.5666 5.1032 0.109
H -2.6400 3.9773 4.7333 0.106
H -2.1375 5.2448 5.8663 0.118
C 7.1227 -4.9401 -3.1670 -0.112
C 6.1271 -6.0696 -2.9226 -0.274
C 5.5450 -6.6403 -4.2173 -0.194
C 4.8052 -5.5483 -4.9727 -0.156
N 4.1915 -4.6424 -5.5994 0.104
H 6.6497 -4.0835 -3.6578 0.066
H 7.5335 -4.5835 -2.2172 0.076
H 7.9557 -5.2799 -3.7929 0.078
H 5.3175 -5.6966 -2.2834 0.108
H 6.6288 -6.8725 -2.3712 0.111
H 4.8491 -7.4544 -3.9894 0.113
H 6.3414 -7.0423 -4.8529 0.116

# 3
77
Properties=species:S:1:pos:R:3:lowdin_charge:R:1 method="wB97M-V/def2-TZVPD" gap_ev="2.6 / 2.6" max_force_ev_per_a=4.43 spin_multiplicity=1 charge=-1 homo_ev="-0.57 / -0.57" lumo_ev="2.070 / 2.070" de_lowest_kj_mol=178.8
Al -0.3618 -0.0236 2.9883 -0.060
P -0.6364 -1.7361 -1.6672 1.174
Cl -0.6357 -2.1109 2.7534 0.251
C 0.4057 -0.2754 -1.3314 -0.259
H 0.0216 0.0586 -0.3315 0.091
H 1.4172 -0.6496 -1.0732 0.078
C -2.2014 -1.8098 -0.7014 -0.359
C 0.4221 -3.0408 -0.9012 -0.366
C -3.1942 -2.7940 -1.3490 -0.213
H -1.8708 -2.1901 0.2902 0.079
C -4.3792 -3.0500 -0.4157 -0.197
H -3.5657 -2.3553 -2.2876 0.097
H -2.7208 -3.7497 -1.6184 0.089
C -5.0895 -1.7465 -0.0315 -0.206
H -5.0766 -3.7360 -0.9079 0.105
H -4.0109 -3.5501 0.4909 0.115
C -4.1229 -0.6617 0.4647 -0.182
H -5.6256 -1.3650 -0.9107 0.110
H -5.8396 -1.9536 0.7379 0.101
C -2.8982 -0.4700 -0.4486 -0.188
H -4.6498 0.2946 0.5525 0.114
H -3.7610 -0.9258 1.4699 0.108
H -3.2174 -0.0364 -1.4102 0.111
H -2.2102 0.2477 0.0191 0.082
C -0.8696 -1.7572 -3.4850 -0.363
C 1.8053 -3.1234 -1.5683 -0.194
H 0.5373 -2.6455 0.1324 0.110
C 2.7049 -4.1439 -0.8600 -0.194
H 1.6940 -3.3946 -2.6294 0.113
H 2.3123 -2.1506 -1.5535 0.100
C 2.0452 -5.5206 -0.7392 -0.208
H 3.6512 -4.2250 -1.4079 0.109
H 2.9428 -3.7651 0.1423 0.121
C 0.6406 -5.4584 -0.1269 -0.193
H 1.9725 -5.9666 -1.7390 0.109
H 2.6774 -6.1792 -0.1334 0.105
C -0.2658 -4.4088 -0.7867 -0.203
H 0.1531 -6.4378 -0.2084 0.108
H 0.7131 -5.2234 0.9433 0.115
H -0.5642 -4.7607 -1.7863 0.103
H -1.1851 -4.3232 -0.1884 0.103
C -1.9984 -0.8188 -3.9420 -0.193
H 0.0876 -1.3474 -3.8572 0.124
C -1.8964 -0.5970 -5.4526 -0.190
H -2.9799 -1.2513 -3.6945 0.104
H -1.9357 0.1441 -3.4248 0.068
C -1.9351 -1.9220 -6.2261 -0.206
H -2.7115 0.0620 -5.7783 0.112
H -0.9489 -0.0805 -5.6649 0.115
C -0.9915 -2.9956 -5.6597 -0.196
H -2.9636 -2.3062 -6.2164 0.108
H -1.6788 -1.7350 -7.2744 0.103
C -1.0591 -3.1351 -4.1284 -0.203
H -1.2138 -3.9683 -6.1134 0.105
H 0.0410 -2.7340 -5.9314 0.114
H -2.0339 -3.5486 -3.8263 0.108
H -0.2854 -3.8366 -3.7850 0.092
C -0.7887 1.8658 -2.0381 -0.209
C 0.4606 0.8943 -2.2125 -0.405
H -1.6900 1.6721 -2.6133 -0.010
C 1.7734 1.6543 -1.9657 -0.185
H 0.4402 0.5712 -3.2415 0.084
C 1.7150 2.5696 -0.7486 -0.216
H 2.6128 0.9454 -1.8334 0.097
H 1.9741 2.2353 -2.8680 0.098
C 0.5980 3.6038 -0.7696 -0.203
H 1.5681 1.9545 0.1548 0.073
H 2.6668 3.0985 -0.6519 0.099
C -0.7814 3.0158 -1.1720 -0.329
H 0.5159 4.0559 0.2261 0.094
H 0.8457 4.4258 -1.4582 0.090
H -1.3482 2.7933 -0.2451 0.069
H -1.3327 3.8052 -1.7142 0.083
O 1.4950 0.4635 3.0033 -0.246
N 1.4733 1.6090 2.2688 -0.212
O 1.2596 2.6248 2.8734 -0.027
O -0.6025 0.9476 1.6232 -0.422